No. 1
ORCA calculation (ωB97M-V/def2-TZVPD) on a structure of composition C44H34Cl2N2O7PSV.

Geometry (Å):
V  -0.328  -0.122  0.507
O  -4.225  1.081  0.558
N  -3.439  1.304  -0.528
C  -4.052  1.101  -1.613
C  -3.371  1.310  -2.906
C  -4.226  1.558  -3.984
C  -3.744  1.926  -5.224
C  -2.375  2.059  -5.399
C  -1.515  1.767  -4.353
C  -1.973  1.353  -3.098
P  -0.642  0.882  -1.850
C  0.402  -0.136  -3.004
C  -0.054  -1.444  -3.188
C  0.537  -2.293  -4.111
C  1.621  -1.856  -4.859
C  2.098  -0.566  -4.678
C  1.488  0.289  -3.766
C  0.174  2.525  -1.697
C  -0.635  3.658  -1.612
C  -0.078  4.915  -1.425
C  1.298  5.058  -1.322
C  2.112  3.935  -1.390
C  1.554  2.676  -1.566
H  -3.601  1.291  1.272
H  -5.113  0.841  -1.614
H  -5.297  1.490  -3.820
H  -4.426  2.133  -6.041
H  -1.970  2.377  -6.354
H  -0.455  1.862  -4.531
H  -0.891  -1.802  -2.599
H  0.158  -3.302  -4.238
H  2.090  -2.517  -5.578
H  2.942  -0.211  -5.257
H  1.872  1.295  -3.668
H  -1.713  3.552  -1.680
H  -0.721  5.786  -1.360
H  1.735  6.041  -1.188
H  3.188  4.032  -1.303
H  2.203  1.816  -1.597
C  5.209  3.043  2.172
O  5.710  1.852  1.576
C  4.806  0.989  1.086
C  5.332  -0.203  0.550
C  4.476  -1.136  0.045
C  3.077  -0.944  0.034
C  2.162  -1.938  -0.486
C  2.705  -3.166  -1.163
O  0.927  -1.843  -0.423
C  2.573  0.264  0.552
O  1.300  0.535  0.510
C  3.448  1.223  1.085
H  6.074  3.594  2.521
H  4.555  2.815  3.016
H  4.660  3.649  1.447
H  6.404  -0.356  0.564
H  4.891  -2.055  -0.350
H  3.539  -3.609  -0.621
H  3.044  -2.896  -2.165
H  1.901  -3.892  -1.250
H  3.000  2.123  1.484
Cl  1.380  -2.765  4.254
C  0.267  -3.236  3.021
C  -0.119  -4.581  2.898
C  -1.002  -4.975  1.936
Cl  -1.448  -6.655  1.806
C  -1.574  -4.028  1.059
C  -2.550  -4.303  0.081
C  -3.055  -3.280  -0.679
C  -2.569  -1.980  -0.509
N  -1.644  -1.679  0.378
C  -1.166  -2.685  1.180
C  -0.204  -2.264  2.154
O  0.152  -1.014  2.167
H  0.291  -5.315  3.581
H  -2.896  -5.319  -0.055
H  -3.820  -3.465  -1.421
H  -2.941  -1.167  -1.120
O  -1.684  -0.140  8.324
C  -2.417  -0.552  7.265
O  -3.304  -1.338  7.442
C  -2.063  0.007  5.924
C  -1.197  1.078  5.734
C  -0.931  1.559  4.461
C  -1.527  0.978  3.345
S  -1.199  1.645  1.735
C  -2.400  -0.096  3.539
C  -2.663  -0.571  4.809
H  -0.964  0.427  8.036
H  -0.717  1.577  6.571
H  -0.249  2.388  4.318
H  -2.867  -0.562  2.680
H  -3.341  -1.401  4.966

## Properties
Electronic energy ... -134351.66540 eV
Gap between HOMO and LUMO (alpha / beta) ... 6.756 / 7.109 eV
⟨S²⟩ ... 2.017
Multiplicity ... 3

---

No. 2
ORCA calculation (ωB97M-V/def2-TZVPD) on a structure of composition C44H35N3OPRuTe.

Geometry (Å):
Ru  -0.593  -0.012  0.523
N  2.384  9.699  -1.299
C  2.000  8.625  -1.161
C  1.524  7.279  -0.984
C  0.764  6.676  -1.983
C  0.319  5.376  -1.814
C  0.621  4.678  -0.649
C  1.366  5.293  0.353
C  1.825  6.588  0.186
C  0.131  3.288  -0.446
C  0.594  2.276  -1.283
C  1.289  2.445  -2.504
C  1.194  1.255  -3.193
C  0.481  0.378  -2.360
N  0.146  0.956  -1.205
C  -0.852  3.092  0.520
C  -1.529  4.068  1.286
C  -2.470  3.408  2.049
C  -2.335  2.043  1.748
N  -1.402  1.849  0.812
H  0.523  7.226  -2.882
H  -0.283  4.907  -2.582
H  1.589  4.752  1.263
H  2.411  7.067  0.959
H  1.753  3.358  -2.839
H  1.570  1.029  -4.176
H  0.211  -0.643  -2.574
H  -1.350  5.129  1.241
H  -3.184  3.835  2.734
H  -2.860  1.210  2.190
O  0.216  1.086  3.014
C  0.620  0.786  1.930
C  2.036  1.032  1.497
C  2.790  2.075  2.011
C  4.112  2.204  1.614
C  4.682  1.256  0.774
C  3.941  0.178  0.308
C  2.593  0.091  0.636
P  1.414  -1.251  0.353
C  1.636  -2.133  -1.212
C  0.679  -3.093  -1.549
C  0.769  -3.781  -2.747
C  1.814  -3.516  -3.624
C  2.765  -2.562  -3.296
C  2.676  -1.869  -2.097
C  1.903  -2.455  1.634
C  2.298  -3.748  1.298
C  2.666  -4.645  2.292
C  2.641  -4.260  3.622
C  2.257  -2.970  3.963
C  1.893  -2.069  2.977
H  2.336  2.760  2.716
H  4.709  3.028  1.981
H  5.724  1.343  0.498
H  4.431  -0.586  -0.276
H  -0.148  -3.300  -0.879
H  0.020  -4.520  -2.999
H  1.883  -4.049  -4.562
H  3.576  -2.346  -3.979
H  3.402  -1.101  -1.883
H  2.324  -4.064  0.265
H  2.975  -5.645  2.020
H  2.927  -4.962  4.395
H  2.244  -2.661  4.999
H  1.605  -1.068  3.270
C  -6.757  -3.607  -1.466
C  -5.505  -3.213  -0.735
C  -5.114  -3.890  0.416
C  -3.948  -3.574  1.097
C  -3.587  -4.342  2.341
C  -3.154  -2.525  0.610
Te  -1.377  -2.089  1.670
C  -3.527  -1.827  -0.539
C  -2.698  -0.707  -1.078
C  -4.697  -2.187  -1.197
H  -7.524  -3.955  -0.775
H  -6.550  -4.421  -2.165
H  -7.161  -2.773  -2.039
H  -5.740  -4.690  0.796
H  -4.320  -5.123  2.531
H  -3.563  -3.694  3.221
H  -2.608  -4.819  2.255
H  -2.799  0.212  -0.484
H  -2.996  -0.426  -2.089
H  -1.644  -1.024  -1.174
H  -4.981  -1.643  -2.091

## Properties
Electronic energy ... -71872.49796 eV
Gap between HOMO and LUMO (alpha / beta) ... 5.767 / 5.763 eV
Total charge ... +1

---

No. 3
ORCA calculation (ωB97M-V/def2-TZVPD) on a structure of composition C44H36AsClF6N3O3PSbTi.

Geometry (Å):
Ti  10.853  13.008  13.008
C  7.846  11.382  14.216
C  8.710  11.645  15.405
C  7.996  11.525  16.622
C  8.257  12.066  17.821
C  9.529  12.854  18.043
C  10.960  11.842  16.201
N  10.024  11.900  15.222
Sb  12.874  11.195  15.469
C  12.074  10.216  13.726
C  12.374  8.856  13.674
C  11.844  8.089  12.642
C  10.958  8.658  11.785
C  10.632  10.020  11.909
C  9.575  10.641  11.046
N  11.182  10.757  12.887
C  13.588  13.085  14.609
C  14.751  13.621  15.228
C  15.382  14.693  14.629
C  14.894  15.189  13.439
C  13.776  14.643  12.845
C  13.473  15.086  11.453
N  13.128  13.601  13.430
H  7.537  10.312  14.292
H  6.982  12.000  14.285
H  8.236  11.538  13.251
H  7.103  10.944  16.528
H  7.520  11.860  18.615
H  9.506  13.164  19.105
H  12.963  8.383  14.444
H  12.060  7.057  12.567
H  10.438  8.071  11.028
H  8.663  10.048  11.242
H  9.376  11.669  11.372
H  9.812  10.639  9.994
H  15.084  13.234  16.176
H  16.253  15.136  15.123
H  15.383  16.081  13.019
H  14.400  15.358  10.938
H  12.970  14.286  10.905
H  12.779  15.941  11.436
Cl  8.404  14.484  6.313
C  9.323  14.141  7.747
C  10.306  13.179  7.698
C  10.926  12.880  8.905
C  10.577  13.508  10.110
O  11.169  13.071  11.192
C  9.660  14.569  10.103
C  9.396  15.453  11.280
O  10.492  15.501  12.221
C  9.010  14.819  8.898
H  10.618  12.723  6.803
H  11.710  12.133  8.982
H  9.039  16.484  11.035
H  8.253  15.633  8.810
O  9.132  13.813  13.146
C  9.128  15.069  12.662
C  8.579  16.080  13.650
C  7.342  16.683  13.380
C  6.787  17.574  14.300
C  7.432  17.774  15.511
C  8.674  17.195  15.780
C  9.272  16.315  14.847
P  10.818  15.549  15.182
C  11.823  17.104  15.351
C  12.166  17.693  14.141
C  12.732  18.945  14.156
C  12.903  19.634  15.343
C  12.612  19.032  16.570
C  12.065  17.766  16.549
C  10.763  14.769  16.827
C  12.005  14.559  17.397
C  12.507  13.523  18.219
C  11.930  12.299  18.411
C  10.702  11.859  17.676
C  9.613  14.081  17.192
H  6.802  16.503  12.435
H  5.845  18.028  14.198
H  6.930  18.323  16.287
H  9.142  17.367  16.722
H  12.023  17.178  13.218
H  12.963  19.375  13.194
H  13.396  20.646  15.338
H  12.822  19.605  17.492
H  11.757  17.318  17.470
H  12.760  15.276  17.106
H  13.557  13.678  18.611
H  12.451  11.570  19.013
H  10.398  10.841  17.993
H  8.674  14.283  16.680
F  8.783  7.742  13.561
As  8.848  7.104  15.188
F  10.151  6.095  14.595
F  7.657  5.927  14.780
F  9.029  6.451  16.771
F  7.610  8.220  15.683
F  9.993  8.347  15.566

## Properties
Electronic energy ... -185433.95182 eV
Gap between HOMO and LUMO (alpha / beta) ... 7.035 / 7.091 eV
⟨S²⟩ ... 3.853
Multiplicity ... 4

---

No. 4
ORCA calculation (ωB97M-V/def2-TZVPD) on a structure of composition C44H36Br3CsF4IN2OPSe5.

Geometry (Å):
Cs  -0.674  1.311  -0.228
O  -3.038  0.330  -1.284
C  -3.560  0.995  -2.427
C  -3.266  0.243  -3.717
C  -1.778  0.039  -4.013
C  -1.017  1.327  -4.195
C  -1.276  2.164  -5.275
C  -0.570  3.349  -5.401
C  0.366  3.671  -4.438
C  0.562  2.782  -3.390
N  -0.097  1.627  -3.275
H  -3.163  -0.637  -1.364
H  -3.115  1.996  -2.445
H  -4.644  1.120  -2.308
H  -3.737  0.797  -4.538
H  -3.755  -0.736  -3.680
H  -1.684  -0.569  -4.918
H  -1.314  -0.537  -3.211
H  -2.029  1.880  -6.001
H  -0.768  4.017  -6.232
H  0.916  4.602  -4.439
H  1.285  3.007  -2.609
F  -4.155  -0.408  7.184
C  -3.292  0.055  6.274
C  -2.463  1.114  6.586
F  -2.521  1.671  7.800
C  -1.574  1.580  5.632
F  -0.782  2.587  6.006
C  -1.490  1.028  4.363
P  -0.284  1.650  3.093
C  1.256  1.309  4.030
C  2.023  2.252  4.704
C  3.194  1.870  5.344
C  3.597  0.543  5.335
C  2.830  -0.406  4.673
C  1.674  -0.021  4.014
C  -0.519  3.453  3.160
C  -1.711  4.057  3.556
C  -1.854  5.432  3.466
C  -0.819  6.215  2.970
C  0.354  5.614  2.543
C  0.500  4.239  2.638
C  -2.319  -0.066  4.078
Br  -2.251  -1.039  2.456
C  -3.214  -0.537  5.024
F  -4.019  -1.575  4.785
H  1.713  3.288  4.720
H  3.796  2.616  5.848
H  4.517  0.250  5.827
H  3.144  -1.443  4.642
H  1.103  -0.757  3.458
H  -2.544  3.462  3.914
H  -2.793  5.890  3.752
H  -0.950  7.284  2.861
H  1.141  6.185  2.069
H  1.403  3.802  2.228
C  1.155  -5.257  1.539
C  1.723  -3.880  1.356
C  3.090  -3.625  1.364
C  3.552  -2.339  1.157
C  2.606  -1.342  0.948
Br  3.189  0.427  0.648
N  1.306  -1.547  0.938
C  0.881  -2.796  1.138
H  1.827  -5.886  2.127
H  0.985  -5.752  0.581
H  0.193  -5.217  2.051
H  3.794  -4.433  1.531
H  4.605  -2.097  1.146
H  -0.192  -2.944  1.085
Se  -1.880  4.393  -1.196
Se  -0.348  6.174  -0.901
Se  1.830  5.532  -1.572
Se  2.619  3.730  -0.231
Se  -1.873  -2.628  -1.059
C  -2.287  -4.415  -1.552
C  -1.277  -5.375  -1.692
C  -1.553  -6.681  -2.062
C  -2.860  -7.085  -2.309
C  -3.876  -6.146  -2.181
C  -3.594  -4.841  -1.813
H  -0.249  -5.070  -1.526
H  -0.735  -7.386  -2.165
H  -3.080  -8.105  -2.601
H  -4.905  -6.431  -2.372
H  -4.400  -4.123  -1.718
Br  3.839  -3.888  -4.669
C  3.710  -2.008  -4.891
C  4.490  -1.428  -5.884
C  4.442  -0.060  -6.089
C  3.615  0.728  -5.300
C  2.841  0.143  -4.314
C  2.875  -1.236  -4.098
I  1.657  -1.961  -2.584
H  5.133  -2.055  -6.487
H  5.057  0.384  -6.861
H  3.564  1.801  -5.434
H  2.198  0.751  -3.695

## Properties
Electronic energy ... -616910.70877 eV
Gap between HOMO and LUMO ... 4.493 eV
Total charge ... -2

---

For reference, max |F| by record: 3.2; 0.5; 2.6; 0.8 eV Å⁻¹.